[1]
This record from OMol25 describes a structure of composition C47H36MnN9O4Te. The level of theory is wB97M-V/def2-TZVPD.

CARTESIAN COORDINATES (ANGSTROEM)
1 Mn -0.0796 -0.0809 -0.0820
2 O 0.4009 -1.1711 7.6001
3 N 0.9829 -0.5207 6.7472
4 O 1.9617 0.1729 6.9779
5 C 0.4883 -0.6123 5.4109
6 C -0.5565 -1.4922 5.1992
7 C -1.1012 -1.6943 3.9252
8 C -2.2004 -2.5528 3.6938
9 C -2.7298 -2.6317 2.4342
10 C -2.1404 -1.8946 1.4019
11 N -1.0459 -1.1616 1.5679
12 C -0.5383 -1.0306 2.8026
13 C 0.5676 -0.1353 3.0093
14 N 1.0822 0.4627 1.9213
15 C 1.9745 1.4257 2.0863
16 C 2.4290 1.8294 3.3361
17 C 1.9911 1.1667 4.4581
18 C 1.0378 0.1402 4.3236
19 H -0.9653 -2.0197 6.0493
20 H -2.6087 -3.1124 4.5202
21 H -3.5830 -3.2591 2.2273
22 H -2.5882 -1.8920 0.4150
23 H 2.3390 1.9117 1.1948
24 H 3.1215 2.6504 3.4242
25 H 2.3615 1.4386 5.4329
26 N 0.6401 -4.2312 -1.2770
27 C -0.2136 -3.3134 -0.8159
28 N 0.4049 -2.1510 -0.6919
29 C 1.6949 -2.4269 -1.1065
30 N 1.8451 -3.6912 -1.4694
31 C 2.6811 -1.3974 -1.1743
32 C 3.9868 -1.6314 -1.6325
33 N 4.8676 -0.6709 -1.7436
34 C 4.4619 0.5687 -1.4359
35 C 3.1698 0.8305 -1.0179
36 N 2.2692 -0.1366 -0.8442
37 H 0.4878 -5.2140 -1.4504
38 H -1.2424 -3.5161 -0.5970
39 H 4.2802 -2.6315 -1.9192
40 H 5.1941 1.3536 -1.5437
41 H 2.8355 1.8449 -0.8476
42 C -4.2706 5.5451 -1.2705
43 C -3.4152 4.4024 -0.8234
44 C -3.3947 3.9941 0.5117
45 C -2.5698 2.9759 0.9531
46 C -2.5428 2.4867 2.3520
47 O -2.1699 1.3556 2.6197
48 C -3.0016 3.4113 3.4090
49 C -2.7901 4.7886 3.3546
50 C -3.2524 5.5992 4.3750
51 C -3.9201 5.0485 5.4584
52 C -4.1040 3.6759 5.5342
53 C -3.6416 2.8605 4.5195
54 C -1.7546 2.2717 0.0142
55 O -0.9999 1.3196 0.3950
56 C -1.8203 2.6495 -1.3671
57 C -2.6321 3.7229 -1.7417
58 C -1.0974 1.8745 -2.3444
59 N -0.3899 0.8203 -2.0453
60 C 0.1707 0.0546 -3.1482
61 C -0.8125 -1.0252 -3.5506
62 Te 0.2118 -2.4560 -4.8196
63 C -1.6478 -3.4036 -5.3304
64 C -2.2943 -3.0836 -6.5135
65 C -3.4754 -3.7195 -6.8551
66 C -4.0140 -4.6802 -6.0168
67 C -3.3800 -4.9835 -4.8237
68 C -2.2016 -4.3465 -4.4788
69 C -1.2575 2.2971 -3.7623
70 C -0.2491 2.9916 -4.4224
71 C -0.3840 3.2915 -5.7679
72 C -1.5308 2.9181 -6.4514
73 C -2.5528 2.2597 -5.7865
74 C -2.4186 1.9483 -4.4450
75 H -4.8196 5.9737 -0.4368
76 H -4.9774 5.2226 -2.0343
77 H -3.6543 6.3266 -1.7133
78 H -4.0630 4.4769 1.2092
79 H -2.2370 5.2180 2.5324
80 H -3.0919 6.6658 4.3245
81 H -4.2925 5.6896 6.2439
82 H -4.6070 3.2435 6.3861
83 H -3.7776 1.7895 4.5615
84 H -2.6677 4.0156 -2.7814
85 H 1.1049 -0.4010 -2.8181
86 H 0.3988 0.6868 -4.0101
87 H -1.6537 -0.5948 -4.0859
88 H -1.1887 -1.5299 -2.6603
89 H -1.8688 -2.3426 -7.1761
90 H -3.9696 -3.4649 -7.7808
91 H -4.9261 -5.1873 -6.2892
92 H -3.8006 -5.7227 -4.1606
93 H -1.7038 -4.5878 -3.5478
94 H 0.6425 3.2776 -3.8818
95 H 0.4088 3.8163 -6.2814
96 H -1.6310 3.1503 -7.5008
97 H -3.4565 1.9904 -6.3131
98 H -3.2103 1.4252 -3.9277

Properties
HOMO energy (alpha / beta), eV: -9.83 / -9.82
Energy relative to the best compared isomer or geometry (same formula, charge and spin), kcal per mole: 46.0
E, eV: -109529.5081
Net charge: +1
HOMO-LUMO gap (alpha / beta), eV: 6.365 / 6.351
Spin multiplicity: 2

[2]
This record from OMol25 describes a cluster of 7 separate species, C47H37IO14 in total. The level of theory is wB97M-V/def2-TZVPD.

CARTESIAN COORDINATES (ANGSTROEM)
1 C 2.2756 -1.8352 1.1346
2 C 2.3870 -0.6333 0.1938
3 C 1.5625 0.5840 0.5415
4 C 1.7021 1.7484 -0.1008
5 C 0.7915 2.8766 0.2335
6 O 1.1511 4.0332 0.2117
7 C -0.5875 2.4792 0.6246
8 C -0.7537 1.3322 1.2786
9 C -2.0632 0.7603 1.7481
10 C -2.9340 0.2633 0.5891
11 C -2.1931 -0.7021 -0.3475
12 I -1.5696 0.1973 -2.1917
13 C 0.4937 0.5531 1.5913
14 O 0.6090 -0.0186 2.6550
15 H 2.6509 -1.5766 2.1252
16 H 1.2368 -2.1411 1.2371
17 H 2.8519 -2.6697 0.7468
18 H 2.0072 -0.9658 -0.7800
19 H 3.4248 -0.3542 0.0212
20 H 2.4415 1.9068 -0.8710
21 H -1.4195 3.1244 0.3674
22 H -1.8528 -0.0427 2.4547
23 H -2.6086 1.5275 2.3003
24 H -3.3281 1.1146 0.0368
25 H -3.7755 -0.2836 1.0195
26 H -2.8549 -1.5019 -0.6673
27 H -1.3264 -1.1680 0.1176
28 O -3.1526 -2.8060 -5.1914
29 C -3.6907 -1.9559 -5.8679
30 C -3.9380 -0.5893 -5.3456
31 C -4.5351 0.3387 -6.0902
32 C -4.9747 0.0423 -7.4752
33 O -5.5184 0.8853 -8.1604
34 C -4.7283 -1.3238 -8.0012
35 C -4.1325 -2.2502 -7.2564
36 H -3.6042 -0.3944 -4.3332
37 H -4.7208 1.3424 -5.7333
38 H -5.0599 -1.5139 -9.0142
39 H -3.9414 -3.2535 -7.6158
40 O -1.1628 -2.1201 8.2345
41 C -1.6569 -1.3332 7.4564
42 C -3.0431 -0.8318 7.6553
43 C -3.5947 0.0317 6.8072
44 C -2.8438 0.5357 5.6304
45 O -3.3432 1.3227 4.8526
46 C -1.4615 0.0353 5.4297
47 C -0.9104 -0.8343 6.2731
48 H -3.5675 -1.2116 8.5230
49 H -4.6021 0.4090 6.9304
50 H -0.9335 0.4075 4.5595
51 H 0.0946 -1.2147 6.1381
52 O 1.3265 -9.1146 -1.8769
53 C 1.3761 -7.9206 -1.6784
54 C 0.7817 -7.3167 -0.4584
55 C 0.8348 -6.0056 -0.2418
56 C 1.4921 -5.0915 -1.2091
57 O 1.5418 -3.8966 -1.0083
58 C 2.0873 -5.6938 -2.4278
59 C 2.0335 -7.0048 -2.6454
60 H 0.3094 -8.0035 0.2323
61 H 0.4095 -5.5423 0.6396
62 H 2.5593 -5.0065 -3.1182
63 H 2.4590 -7.4678 -3.5265
64 O 8.4146 4.3377 1.4838
65 C 7.5542 3.7144 0.9026
66 C 7.1356 4.0770 -0.4755
67 C 6.1899 3.3918 -1.1121
68 C 5.5171 2.2361 -0.4721
69 O 4.6539 1.6093 -1.0516
70 C 5.9312 1.8728 0.9051
71 C 6.8764 2.5575 1.5425
72 H 7.6421 4.9236 -0.9208
73 H 5.8660 3.6377 -2.1152
74 H 5.4211 1.0282 1.3516
75 H 7.1972 2.3132 2.5471
76 O -4.2549 3.5851 -6.1047
77 C -4.7978 4.4288 -6.7888
78 C -5.0423 5.7954 -6.2635
79 C -5.6377 6.7222 -7.0085
80 C -6.0807 6.4279 -8.3960
81 O -6.6210 7.2756 -9.0729
82 C -5.8342 5.0609 -8.9175
83 C -5.2387 4.1315 -8.1740
84 H -4.7099 5.9856 -5.2509
85 H -5.8280 7.7256 -6.6495
86 H -6.1669 4.8696 -9.9297
87 H -5.0535 3.1277 -8.5303
88 O 6.3478 -0.1291 8.6466
89 C 5.3637 -0.6466 8.1655
90 C 4.8049 -0.1818 6.8699
91 C 3.7238 -0.7488 6.3418
92 C 3.0327 -1.8707 7.0258
93 O 2.0477 -2.3871 6.5433
94 C 3.5883 -2.3352 8.3207
95 C 4.6695 -1.7679 8.8485
96 H 5.3271 0.6371 6.3917
97 H 3.2962 -0.4280 5.3996
98 H 3.0627 -3.1513 8.7997
99 H 5.0943 -2.0876 9.7914

Properties
HOMO energy, eV: -9.30
E, eV: -86096.7392
HOMO-LUMO gap, eV: 7.654
Spin multiplicity: 1

[3]
This record from OMol25 describes a structure of composition C47H37N4O3PPt. The level of theory is wB97M-V/def2-TZVPD.

CARTESIAN COORDINATES (ANGSTROEM)
1 Pt -0.1423 0.0307 0.2557
2 C -3.3308 3.6731 -5.6504
3 C -2.1128 4.0150 -5.0844
4 C -1.6381 3.3235 -3.9881
5 C -2.3697 2.2683 -3.4348
6 C -3.6017 1.9490 -4.0034
7 C -4.0715 2.6363 -5.1072
8 C -1.8346 1.5548 -2.2683
9 C -1.8292 0.1423 -2.2434
10 C -2.3705 -0.7265 -3.2321
11 C -2.3248 -1.9972 -2.7226
12 C -1.6837 -1.9157 -1.4580
13 C -1.3626 -2.9990 -0.6020
14 C -2.1460 -4.2441 -0.7130
15 C -3.0208 -4.5561 0.3269
16 C -3.8236 -5.6781 0.2546
17 C -3.7493 -6.5119 -0.8493
18 C -2.8638 -6.2217 -1.8741
19 C -2.0635 -5.0944 -1.8081
20 C -0.3484 -2.9675 0.3583
21 N 0.3365 -1.8574 0.7608
22 C 1.3590 -2.2664 1.5622
23 C 2.1911 -1.4015 2.2901
24 C 3.3540 -1.9404 3.0161
25 C 4.6171 -1.4398 2.7030
26 C 5.7505 -1.9436 3.3137
27 C 5.6395 -2.9412 4.2696
28 C 4.3876 -3.4273 4.6103
29 C 3.2529 -2.9324 3.9901
30 C 1.8956 -0.0360 2.4657
31 C 2.3564 0.7281 3.5742
32 C 1.5904 1.8564 3.6258
33 C 0.7200 1.8244 2.4998
34 N 0.9259 0.6646 1.8119
35 C -0.2220 2.8101 2.1375
36 C -0.8253 2.8676 0.8745
37 C -1.4756 4.0148 0.3273
38 C -1.8258 3.7018 -0.9501
39 C -1.4379 2.3418 -1.1713
40 N -0.8102 1.8785 -0.0583
41 C -0.7100 3.7506 3.1586
42 C 0.1013 4.6394 3.8536
43 C -0.4257 5.4175 4.8684
44 C -1.7666 5.3266 5.2012
45 C -2.5900 4.4618 4.4982
46 C -2.0685 3.6877 3.4801
47 C 1.3561 -3.6944 1.6284
48 C 0.2701 -4.1253 0.9298
49 N -1.3790 -0.6157 -1.1991
50 H -3.6978 4.2101 -6.5118
51 H -1.5304 4.8233 -5.5022
52 H -0.6800 3.5807 -3.5592
53 H -4.2009 1.1687 -3.5575
54 H -5.0208 2.3630 -5.5460
55 H -2.7277 -0.4202 -4.1947
56 H -2.6658 -2.8974 -3.1936
57 H -3.0748 -3.9022 1.1856
58 H -4.5111 -5.9027 1.0578
59 H -4.3766 -7.3884 -0.9064
60 H -2.7938 -6.8758 -2.7298
61 H -1.3563 -4.8764 -2.5942
62 H 4.6981 -0.6538 1.9670
63 H 6.7237 -1.5645 3.0332
64 H 6.5219 -3.3365 4.7520
65 H 4.2900 -4.2028 5.3578
66 H 2.2826 -3.2967 4.2899
67 H 3.1251 0.4172 4.2550
68 H 1.6188 2.6238 4.3717
69 H -1.6021 4.9451 0.8475
70 H -2.3365 4.3277 -1.6563
71 H 1.1413 4.7370 3.5786
72 H 0.2148 6.0975 5.4099
73 H -2.1723 5.9343 5.9964
74 H -3.6386 4.3857 4.7501
75 H -2.7088 3.0057 2.9382
76 H 2.0754 -4.2924 2.1508
77 H -0.0627 -5.1362 0.7985
78 C 3.1143 2.3901 -2.2821
79 O 2.0195 1.7530 -1.6313
80 P 1.7399 0.1815 -1.7662
81 O 3.2137 -0.3791 -1.4102
82 C 3.4611 -1.7738 -1.3524
83 O 1.8857 -0.0820 -3.3995
84 C 0.7990 0.1364 -4.2754
85 H 2.7422 3.3218 -2.7113
86 H 3.5232 1.7605 -3.0732
87 H 3.8942 2.6016 -1.5501
88 H 4.4521 -1.9382 -1.7762
89 H 2.7274 -2.3406 -1.9248
90 H 3.4416 -2.1164 -0.3158
91 H 0.2786 -0.8026 -4.4746
92 H 1.1989 0.5286 -5.2125
93 H 0.0944 0.8544 -3.8612

Properties
HOMO energy, eV: -6.52
Energy relative to the best compared isomer or geometry (same formula, charge and spin), kcal per mole: 29.1
E, eV: -73980.6816
HOMO-LUMO gap, eV: 5.474
Spin multiplicity: 1

[4]
This record from OMol25 describes a structure of composition C47H38AsF6IN9O6S2ScSi2. The level of theory is wB97M-V/def2-TZVPD.

CARTESIAN COORDINATES (ANGSTROEM)
1 Sc -0.1300 0.0900 0.6899
2 C -5.9578 3.0859 0.6384
3 C -6.3100 2.1597 -0.3474
4 C -5.3556 1.3610 -0.9595
5 C -4.0406 1.5112 -0.5559
6 C -2.7997 0.8242 -0.9541
7 N -2.7101 -0.0039 -1.9239
8 C -1.5253 -0.6541 -2.1789
9 C -1.1195 -1.2136 -3.4016
10 C -1.6916 -1.2477 -4.6945
11 C -1.0133 -1.8780 -5.6989
12 C 0.2574 -2.4879 -5.4654
13 C 0.8322 -2.4763 -4.2268
14 C 0.1437 -1.8449 -3.1633
15 C 0.3916 -1.6717 -1.7974
16 N 1.4531 -2.1918 -0.9878
17 C 2.3655 -1.1475 -0.6683
18 N 1.9460 -0.0352 -0.0567
19 C 3.0318 0.7721 0.1800
20 N 3.0046 1.9874 0.7768
21 C 1.9258 2.6032 1.1071
22 N 0.5864 2.1900 0.9238
23 C -0.2154 3.1858 1.2961
24 N -1.5522 3.2422 1.2691
25 C -2.2294 2.3435 0.5726
26 N -1.7427 1.3396 -0.1723
27 C -3.6930 2.4335 0.4180
28 C -4.6363 3.2405 1.0287
29 C 0.5747 4.3148 1.8039
30 C 0.1972 5.5429 2.3252
31 C 1.2031 6.3960 2.7486
32 C 2.5505 6.0252 2.6356
33 C 2.9201 4.8022 2.1000
34 C 1.9072 3.9453 1.6905
35 C 4.1879 0.1321 -0.3226
36 C 5.5539 0.4792 -0.3503
37 C 6.4390 -0.3912 -0.9285
38 C 6.0039 -1.6170 -1.5070
39 C 4.6816 -1.9723 -1.4951
40 C 3.7571 -1.1001 -0.8874
41 N -0.5882 -0.9393 -1.2264
42 H -6.7312 3.6736 1.1161
43 H -7.3525 2.0483 -0.6182
44 H -5.6214 0.6232 -1.7038
45 H -2.6501 -0.7762 -4.8739
46 H -1.4371 -1.9125 -6.6963
47 H 0.7733 -2.9626 -6.2925
48 H 1.8008 -2.9317 -4.0593
49 H -4.3450 3.9486 1.7926
50 H -0.8494 5.8023 2.4146
51 H 0.9495 7.3545 3.1837
52 H 3.3163 6.7109 2.9784
53 H 3.9571 4.5077 2.0110
54 H 5.8852 1.4131 0.0843
55 H 7.4941 -0.1452 -0.9528
56 H 6.7337 -2.2726 -1.9667
57 H 4.3469 -2.8980 -1.9465
58 C 0.6553 -5.3131 -1.8648
59 Si -0.4483 -4.6335 -0.5169
60 C -0.8725 -6.0259 0.6691
61 C -2.0350 -3.9748 -1.2476
62 As 0.5740 -2.8291 0.6457
63 Si 2.4532 -3.9011 1.5968
64 C 3.7084 -2.6510 2.1635
65 C 1.8424 -4.8390 3.1045
66 C 3.2650 -5.1266 0.4386
67 H 0.0266 -5.6446 -2.6941
68 H 1.2503 -6.1558 -1.5122
69 H 1.3316 -4.5449 -2.2347
70 H -1.5129 -6.7333 0.1353
71 H -1.4229 -5.6663 1.5401
72 H 0.0120 -6.5599 1.0191
73 H -2.7325 -4.8003 -1.4181
74 H -1.8451 -3.4726 -2.1984
75 H -2.5163 -3.2567 -0.5843
76 H 3.2393 -1.8068 2.6756
77 H 4.2954 -2.2644 1.3305
78 H 4.3886 -3.1418 2.8672
79 H 1.5952 -4.1455 3.9091
80 H 2.6402 -5.4995 3.4561
81 H 0.9597 -5.4462 2.9047
82 H 3.4370 -4.7075 -0.5522
83 H 2.6802 -6.0401 0.3256
84 H 4.2332 -5.3837 0.8788
85 F -1.2457 -1.0430 4.6861
86 C -1.6241 -2.0890 3.9697
87 F -0.5571 -2.7897 3.5984
88 F -2.3829 -2.8726 4.7384
89 S -2.6246 -1.6186 2.4848
90 O -1.8363 -0.7318 1.6293
91 O -2.9748 -2.8737 1.8875
92 N -3.7199 -0.8125 3.2482
93 S -5.2210 -0.6327 2.7747
94 O -5.4567 -0.9810 1.4060
95 O -5.7458 0.5798 3.3216
96 C -6.0666 -1.9494 3.7437
97 F -7.3864 -1.9009 3.5066
98 F -5.6306 -3.1627 3.4107
99 F -5.8800 -1.7862 5.0554
100 I -1.0534 5.7737 5.9472
101 C -0.3114 3.9783 5.1632
102 C -1.1818 3.1013 4.5414
103 C -0.6748 1.9237 4.0068
104 C 0.6721 1.6133 4.1166
105 C 1.5259 2.5103 4.7503
106 C 1.0459 3.7037 5.2622
107 C 1.2295 0.3029 3.6066
108 O 2.1813 -0.2009 4.1896
109 O 0.6346 -0.1921 2.5861
110 H -2.2334 3.3310 4.4444
111 H -1.3499 1.2431 3.5015
112 H 2.5743 2.2549 4.8303
113 H 1.7170 4.4120 5.7287

Properties
HOMO energy, eV: -1.88
Energy relative to the best compared isomer or geometry (same formula, charge and spin), kcal per mole: 0.0
E, eV: -218435.2173
Net charge: -2
HOMO-LUMO gap, eV: 5.152
Spin multiplicity: 1